Molecular formula: C13H18N2O5
Method: DFT, ωB97M-V with the def2-TZVPD basis set

XYZ file:
```
38
Properties=species:S:1:pos:R:3:forces:R:3:mulliken_charge:R:1
C 0.101 2.447 2.313 -3.31 0.40 -0.22 -0.717
C 0.710 1.211 1.896 2.79 -3.44 -2.02 0.649
C -0.593 2.961 1.024 -2.44 0.69 -1.81 0.407
C -1.737 4.164 1.136 1.61 1.75 1.32 -1.217
C 0.565 -1.175 1.093 1.73 -1.00 -1.47 0.204
C 1.911 -1.830 1.501 -0.07 0.69 5.19 0.208
C 0.844 -0.970 -0.430 0.17 -0.44 -0.12 -0.820
C -0.010 -1.784 -1.439 0.69 0.58 2.13 0.529
C -0.089 -3.221 -1.367 -1.57 -0.27 -2.15 -0.253
C -0.725 -0.998 -2.336 -0.57 -0.74 -1.50 -0.254
C -0.803 -3.902 -2.375 -1.72 2.97 -2.17 -0.775
C -1.338 -1.595 -3.448 -0.42 -3.18 0.05 -0.830
C -1.411 -3.037 -3.467 1.00 -0.32 0.74 0.339
H 1.055 4.048 2.000 0.10 1.53 -0.27 0.381
H 1.961 2.874 2.512 -0.86 0.91 0.83 0.386
H -0.637 2.337 3.081 -0.83 -0.56 0.43 0.526
H -1.125 2.047 0.451 1.29 2.02 1.15 0.214
H 1.318 3.121 0.456 -1.34 0.34 -0.71 0.404
H -2.305 4.433 2.102 0.39 -1.86 -1.19 0.318
H -1.176 5.180 1.209 -0.33 -1.71 -0.96 0.290
H -2.405 4.207 0.245 0.58 -0.25 0.80 0.308
H -0.760 -0.205 2.199 -1.16 0.57 0.85 0.343
H -0.070 -2.037 1.417 -0.25 0.86 -0.80 0.391
H 0.692 0.124 -0.517 0.23 -0.76 -0.72 0.279
H 1.960 -1.239 -0.532 -2.08 1.02 -0.79 0.433
H 0.200 -3.966 -0.624 0.79 1.19 0.45 0.317
H -0.897 0.085 -2.297 0.93 -0.35 0.50 0.307
H -1.063 -4.982 -2.348 0.48 0.94 -0.07 0.347
H -1.787 -1.077 -4.320 0.25 -0.19 0.96 0.342
H -1.549 -4.248 -5.058 -0.73 0.91 0.97 0.333
H 3.132 -3.089 1.118 -0.02 -0.37 -0.31 0.344
N 1.044 3.365 2.713 3.64 0.22 1.31 -0.762
N 0.015 0.058 1.653 0.38 -1.10 0.94 -0.078
O 1.886 1.213 1.502 -0.56 0.36 0.30 -0.713
O 0.452 3.574 0.229 0.15 -1.25 0.11 -0.630
O 2.387 -1.739 2.651 -0.73 -0.18 -3.25 -0.630
O -2.119 -3.601 -4.562 1.42 -0.41 0.45 -0.542
O 2.366 -2.752 0.619 0.39 0.44 1.05 -0.378
```
Positions in Å, forces in eV/Å.

Calculated values
HOMO	-8.6	eV
calculated total energy	-991.77267	hartree
frontier orbital gap	0.3335	Eh
SMILES	C[C@@H](O)[C@H](N)C(=O)N[C@@H](Cc1ccc(O)cc1)C(=O)O
ΔE to the lowest compared entry with this formula, charge and spin	4.716	eV
E_LUMO	0.48	eV

Molecular formula: C13H18N5O6PdS
Method: DFT, ωB97M-V with the def2-TZVPD basis set

XYZ file:
```
44
Properties=species:S:1:pos:R:3:forces:R:3:mulliken_charge:R:1
Pd -1.102 -0.884 0.734 0.14 -0.21 0.41 0.235
N -1.300 -1.452 3.117 0.18 0.24 -0.42 -0.460
N -2.038 -2.631 3.292 0.19 -0.35 0.30 -0.241
C -2.605 -3.306 2.259 -0.02 0.27 0.10 0.896
N -3.094 -4.521 2.532 0.10 0.23 0.13 -0.417
S -2.801 -2.670 0.719 0.16 0.17 -0.28 -0.330
H -0.319 -1.576 3.381 -0.36 -0.13 -0.07 0.290
H -1.706 -0.676 3.646 0.04 -0.38 -0.17 0.273
H -1.958 -3.105 4.188 0.06 0.20 -0.23 0.217
H -3.050 -4.932 3.450 -0.02 -0.04 -0.04 0.199
H -3.544 -5.031 1.789 0.02 0.02 0.09 0.209
O -1.666 0.073 -1.308 0.42 -0.32 -0.03 -0.759
C -2.349 0.921 -0.738 -0.71 0.74 -0.43 0.964
O -2.710 0.895 0.473 0.30 -0.32 0.51 -0.950
C -2.799 2.201 -1.497 0.61 -0.77 -0.29 0.005
N -3.526 3.004 -0.476 -0.50 -0.33 0.60 -0.065
C -2.722 4.219 -0.181 0.43 0.61 -0.02 -0.589
C -1.939 4.462 -1.463 0.02 -0.15 0.02 -0.570
C -1.578 3.042 -1.901 -0.02 0.14 -0.07 -0.709
H -3.440 1.952 -2.345 0.00 0.05 0.19 0.409
H -3.507 2.296 0.341 -0.19 0.52 -0.37 0.338
H -4.479 3.240 -0.747 0.09 -0.10 -0.01 0.377
H -2.030 3.972 0.623 -0.13 -0.03 0.08 0.265
H -3.357 5.051 0.121 -0.02 -0.20 0.04 0.394
H -1.052 5.063 -1.275 -0.05 0.11 -0.05 0.350
H -2.555 4.961 -2.212 -0.01 0.05 0.01 0.312
H -0.692 2.697 -1.365 -0.03 -0.04 -0.08 0.247
H -1.384 2.968 -2.968 0.06 -0.05 0.01 0.399
O 0.949 0.189 0.542 -0.36 0.23 -0.09 -0.840
C 1.464 -0.941 0.349 0.33 0.23 0.23 1.522
O 0.807 -1.993 0.589 -0.65 -0.35 -0.02 -0.838
C 2.855 -1.083 -0.178 0.17 -0.09 -0.16 -0.002
C 3.632 0.029 -0.492 -0.16 -0.20 0.10 -0.478
C 4.877 -0.142 -1.069 0.33 -0.08 -0.17 -0.413
C 5.344 -1.426 -1.324 -1.14 0.13 0.60 0.066
C 4.590 -2.543 -0.991 0.32 0.01 -0.15 -0.503
C 3.346 -2.365 -0.420 -0.13 0.23 0.09 -0.390
N 6.654 -1.602 -1.927 0.29 0.01 -0.10 0.996
O 7.284 -0.601 -2.182 0.22 0.25 -0.12 -0.603
O 7.031 -2.734 -2.125 0.11 -0.30 -0.08 -0.599
H 3.260 1.018 -0.278 -0.08 0.08 -0.04 0.420
H 5.499 0.698 -1.341 -0.02 0.04 0.05 0.478
H 4.981 -3.529 -1.193 0.02 -0.02 0.00 0.475
H 2.733 -3.211 -0.152 -0.02 -0.10 -0.05 0.419
```
Positions in Å, forces in eV/Å.

Calculated values
HOMO (spin up / spin down)	-11.5 / -11.8	eV
calculated total energy	-1757.19200	hartree
frontier orbital gap (spin up / spin down)	0.3332 / 0.2958	Eh
ΔE to the lowest compared entry with this formula, charge and spin	0.000	eV
total charge	+1
2S+1	3
E_LUMO (spin up / spin down)	-2.45 / -3.77	eV

Molecular formula: C13H18N6O6Si
Method: DFT, ωB97M-V with the def2-TZVPD basis set

XYZ file:
```
44
Properties=species:S:1:pos:R:3:forces:R:3:mulliken_charge:R:1
C 3.249 -0.416 2.379 0.07 0.00 -0.01 -1.035
Si 1.752 -0.516 1.272 -0.19 -0.02 0.44 0.368
C 1.681 0.922 0.095 0.03 0.07 -0.19 -0.952
C 1.698 -2.162 0.395 -0.03 -0.06 -0.10 -1.014
O 0.478 -0.437 2.418 0.39 0.12 -0.58 -0.479
C -0.821 -0.332 2.166 -1.04 -0.39 2.34 0.487
C -1.745 -0.415 3.185 2.16 -0.38 -1.11 0.105
C -3.152 -0.454 2.807 -1.34 0.03 -0.23 -1.056
C -3.293 -1.116 1.429 -0.67 -0.21 0.44 -0.758
C -2.522 -0.299 0.440 0.68 -0.07 0.40 -0.518
O -1.125 -0.184 0.888 -0.15 0.22 -1.36 -0.370
H 4.166 -0.445 1.774 -0.13 0.01 0.15 0.334
H 3.252 0.514 2.961 0.00 -0.16 -0.14 0.282
H 3.278 -1.257 3.083 -0.01 0.15 -0.15 0.301
H 2.587 0.906 -0.530 -0.19 0.08 0.13 0.366
H 0.807 0.874 -0.566 0.21 0.00 0.17 0.277
H 1.654 1.877 0.636 0.02 -0.19 -0.10 0.315
H 2.543 -2.217 -0.308 -0.21 -0.05 0.14 0.349
H 1.788 -2.995 1.105 -0.01 0.21 -0.16 0.302
H 0.770 -2.294 -0.177 0.20 0.05 0.11 0.285
H -1.420 -0.825 4.135 -0.02 0.00 -0.56 0.625
H -3.715 -1.000 3.569 -0.14 0.09 -0.15 0.316
H -3.561 0.569 2.740 -0.26 -0.25 0.07 0.240
H -2.916 -2.151 1.473 -0.03 0.32 -0.05 0.296
H -4.345 -1.164 1.129 0.12 0.04 -0.08 0.412
H -2.488 -0.766 -0.547 0.17 0.18 0.11 0.324
H -2.916 0.719 0.368 0.04 -0.11 -0.07 0.286
O -4.104 5.359 6.843 0.50 -2.47 0.38 -0.512
N -4.063 4.197 7.278 -1.80 1.36 1.62 0.887
O -4.707 3.826 8.291 1.34 0.37 -1.97 -0.575
C -3.250 3.182 6.617 0.84 -0.86 -0.42 -0.301
C -3.291 1.850 7.006 -0.34 0.99 -0.04 -0.351
C -2.443 0.896 6.395 0.44 0.79 -1.37 -0.052
N -2.383 -0.461 6.864 0.33 -3.15 0.69 0.949
O -2.940 -0.807 7.926 0.85 1.34 -2.11 -0.576
O -1.733 -1.271 6.150 -1.22 1.70 1.54 -0.588
C -1.595 1.220 5.328 0.80 1.15 1.91 -0.312
N -1.539 2.562 5.016 -0.54 0.32 -0.03 0.585
N -0.702 3.150 4.108 -0.32 0.76 0.16 -0.459
N -0.961 4.430 4.141 -0.48 -1.69 0.85 -0.646
N -1.932 4.735 5.039 -0.07 -1.33 0.19 -0.301
C -2.307 3.564 5.593 0.29 0.78 -0.62 0.704
H -3.974 1.534 7.792 0.21 0.12 -0.10 0.569
H -0.727 0.634 5.051 -0.50 0.17 -0.15 0.889
```
Positions in Å, forces in eV/Å.

Calculated values
HOMO	-8.1	eV
calculated total energy	-1575.41984	hartree
frontier orbital gap	0.2240	Eh
SMILES	O=[N+]([O-])c1cc([N+](=O)[O-])c2nnnn2c1.C[Si](C)(C)OC1=CCCCO1
E_LUMO	-2.04	eV